# C33H40ClMnN4O7P2

C33H40ClMnN4O7P2 as an isolated structure in a non-equilibrium geometry (the ωB97M-V functional and the def2-TZVPD basis, the OMol25 dataset).

Last column: Löwdin spin population.
Positions of all 88 atoms, in Å:
Mn  0.4315  0.1189  0.0662  0.97
C  -0.1099  -4.0870  1.7824  0.00
O  0.1722  -3.5132  3.0483  0.00
C  -0.4781  -2.3414  3.3720  0.00
C  -1.0749  -2.2982  4.6095  0.00
C  -1.7398  -1.1558  5.0640  0.00
C  -1.8050  -0.0622  4.2329  0.00
C  -1.1892  -0.0683  2.9756  0.00
C  -1.3094  1.1511  2.1874  0.00
N  -0.8391  1.2935  1.0150  0.00
N  -1.1058  2.5292  0.3782  0.00
C  -0.4913  2.5328  -0.7607  0.00
O  0.2304  1.5642  -1.2345  0.01
C  -0.7099  3.7081  -1.6584  0.00
C  -1.2680  4.8826  -1.1626  0.00
C  -1.4787  5.9674  -2.0011  0.00
C  -1.1359  5.8877  -3.3466  0.00
C  -0.5797  4.7177  -3.8448  0.00
C  -0.3644  3.6333  -3.0008  0.00
C  -0.4598  -1.1967  2.5238  0.00
O  0.2089  -1.2306  1.4079  0.02
H  0.7298  -4.7347  1.5307  0.00
H  -0.2236  -3.3243  1.0196  0.00
H  -1.0201  -4.6979  1.8449  0.00
H  -1.0110  -3.1892  5.2243  0.00
H  -2.1968  -1.1402  6.0449  0.00
H  -2.3259  0.8363  4.5479  0.00
H  -1.8514  1.9923  2.6190  0.00
H  -1.5281  4.9254  -0.1134  0.00
H  -1.9104  6.8784  -1.6043  0.00
H  -1.2981  6.7357  -4.0011  0.00
H  -0.3110  4.6476  -4.8922  0.00
H  0.0741  2.7148  -3.3711  0.00
C  3.1877  1.0044  -1.9179  0.00
P  2.1618  -0.4421  -1.5281  0.00
C  1.2798  -0.6889  -3.1512  0.00
N  1.9006  -0.4514  -4.2666  0.00
C  1.2243  -0.6553  -5.4297  0.00
C  1.8781  -0.4007  -6.6713  0.00
C  1.2187  -0.6211  -7.8337  0.00
C  -0.1274  -1.1053  -7.8265  0.00
C  -0.7647  -1.3538  -6.6575  0.00
C  -0.0888  -1.1306  -5.4231  0.00
N  -0.7380  -1.3785  -4.2522  0.00
C  -0.1084  -1.1403  -3.1442  0.00
P  -0.9514  -1.3971  -1.4863  -0.01
C  -1.0612  -3.2235  -1.5328  0.00
C  -2.7292  -0.9109  -1.7295  0.00
C  -3.3359  -1.0717  -0.3235  0.00
C  -2.7937  0.5637  -2.1265  0.00
C  -3.5197  -1.7566  -2.7279  0.00
C  3.3709  -1.8478  -1.4363  0.00
C  4.3030  -1.5092  -0.2673  0.00
C  4.1898  -2.1064  -2.6989  0.00
C  2.5601  -3.1003  -1.0903  0.00
H  3.8455  0.8205  -2.7662  0.00
H  3.7542  1.2575  -1.0225  0.00
H  2.5146  1.8316  -2.1364  0.00
H  2.8974  -0.0367  -6.6459  0.00
H  1.7137  -0.4317  -8.7779  0.00
H  -0.6402  -1.2696  -8.7660  0.00
H  -1.7840  -1.7168  -6.6246  0.00
H  -1.3553  -3.5656  -2.5262  0.00
H  -1.7984  -3.5522  -0.7992  0.00
H  -0.1030  -3.6629  -1.2629  0.00
H  -2.7933  -0.4887  0.4245  0.00
H  -3.3481  -2.1145  0.0058  0.00
H  -4.3731  -0.7196  -0.3432  0.00
H  -2.3392  1.1996  -1.3712  0.00
H  -3.8455  0.8558  -2.2211  0.00
H  -2.3037  0.7584  -3.0845  0.00
H  -3.6120  -2.7931  -2.3918  0.00
H  -3.0735  -1.7580  -3.7223  0.00
H  -4.5325  -1.3455  -2.8017  0.00
H  4.9516  -0.6637  -0.5029  0.00
H  4.9436  -2.3763  -0.0722  0.00
H  3.7591  -1.2737  0.6510  0.00
H  4.8670  -1.2782  -2.9190  0.00
H  3.5744  -2.2781  -3.5830  0.00
H  4.8022  -3.0007  -2.5373  0.00
H  1.9341  -2.9402  -0.2086  0.00
H  3.2412  -3.9319  -0.8814  0.00
H  1.9191  -3.4023  -1.9251  0.00
O  3.8156  1.9265  2.5332  0.00
Cl  2.6385  1.0923  2.4180  0.00
O  2.9904  -0.3034  2.5625  0.00
O  1.6358  1.4628  3.3888  0.00
O  2.0864  1.3226  1.0519  0.00

Calculated values
Orbital gap (alpha / beta) = 5.94 / 5.92 eV
Net charge = -1
Lowest unoccupied orbital energy (alpha / beta) = 1.5 / 1.5 eV
ΔE to the lowest compared entry with this formula, charge and spin = 16.97 kcal/mol
2S+1 = 2
⟨S²⟩ = 0.786